Here is a cluster of 2 separate species, C3H5NO3 in total from the OMol25 dataset. Energies are from ωB97M-V/def2-TZVPD.

Each line ends with the Löwdin charge.
CARTESIAN COORDINATES (ANGSTROEM)
N (1.71002, -0.19581, 0.68006)  0.165
C (0.36168, -0.08808, 0.91350)  -0.600
O (-0.17271, 1.02564, 1.10658)  0.056
C (-0.49790, -1.19671, 0.96984)  0.178
O (-1.68034, 0.05066, -1.09698)  -0.010
C (-0.97790, 0.95806, -1.56943)  -0.421
O (-0.01991, 1.56301, -0.98087)  0.104
H (2.00922, -0.91786, 0.03989)  0.107
H (2.11456, 0.70991, 0.47633)  0.109
H (-0.12643, -2.21738, 1.05673)  0.081
H (-1.55867, -0.99899, 1.01756)  0.081
H (-1.16161, 1.30755, -2.61322)  0.148

Forces on the atoms, in the same order (eV/Å):
-0.26 0.12 -0.26
-0.12 0.86 0.07
0.50 0.19 -0.11
-0.13 -1.56 0.46
0.89 1.52 -1.16
-2.03 -2.22 0.70
0.61 0.94 -0.15
-0.02 -0.10 0.23
0.05 -0.11 0.07
-0.08 0.23 -0.12
0.23 -0.03 0.02
0.38 0.16 0.25

As for the energy: -397.65925 Eh. For the frontier orbital gap (alpha / beta), the calculation gives 6.933 / 8.746 eV. The value obtained for the energy above the lowest of the compared OMol25 structures with the same formula, charge and spin is 111.3 kcal/mol.


Here is a cluster of 2 separate species, C3H5NO3 in total from the OMol25 dataset. Energies are from ωB97M-V/def2-TZVPD.

Each line ends with the Löwdin charge.
CARTESIAN COORDINATES (ANGSTROEM)
C (-0.54989, 0.19504, 0.35336)  -0.208
C (0.42731, 0.14645, -0.73109)  -0.213
C (-1.11452, -0.85339, 1.33571)  -0.002
N (1.33748, 1.05392, -1.41571)  -0.371
O (0.96721, 1.66544, -2.40880)  0.103
O (2.45728, 1.15421, -0.92219)  0.023
O (-0.85813, -0.16181, -1.02437)  0.068
H (-0.94212, 1.15623, 0.41618)  0.121
H (1.98559, -1.05917, -0.29615)  0.248
H (-0.53886, -1.83412, 1.17889)  0.119
H (-2.20568, -0.90801, 1.24601)  0.097
H (-0.96566, -0.55479, 2.26815)  0.015

Forces on the atoms, in the same order (eV/Å):
-1.32 -0.77 -0.19
1.36 -4.01 1.43
1.66 -1.58 -4.12
1.07 1.62 -0.23
-0.33 -0.81 0.76
-1.02 -0.01 -0.35
1.65 0.18 -1.48
-0.59 1.79 1.13
-2.52 1.28 -0.68
-1.28 1.25 0.14
0.36 -0.25 -0.63
0.97 1.31 4.24

As for the energy: -397.47061 Eh. For the frontier orbital gap (alpha / beta), the calculation gives 8.631 / 8.764 eV. The value obtained for the energy above the lowest of the compared OMol25 structures with the same formula, charge and spin is 229.7 kcal/mol.